# C4H9N3

A cluster of 2 separate species, C4H9N3 in total in a non-equilibrium geometry (ωB97M-V with the def2-TZVPD basis set, the Open Molecules 2025 dataset).

Summary:
Total charge ... 0
Energy relative to the best compared isomer or geometry (same formula, charge and spin) ... 3.699 eV

Geometry as XYZ:
```
16
Properties=species:S:1:pos:R:3:forces:R:3:mulliken_charge:R:1
N -1.19699 -1.34494 -0.00349 0.851 -0.214 -1.399 -0.57
H -1.94984 0.69443 2.19597 -0.005 -0.627 0.578 0.23
H 2.60575 1.83749 -0.05627 0.009 -0.102 0.055 0.31
N -1.54186 -0.09417 1.71365 1.372 -1.757 -0.935 -0.54
C 1.81096 -0.87235 -1.51763 0.283 0.318 0.258 -0.14
H -1.50108 -1.55689 -0.94510 -0.064 0.138 -0.031 0.26
H -1.57747 0.87719 -1.33868 0.270 -0.056 0.054 0.24
C 1.72885 1.21130 0.11756 -0.239 0.328 0.127 -1.23
C -1.34437 0.07365 0.38173 -1.959 -1.369 -0.347 0.40
H 0.83668 1.81668 -0.05405 0.040 -0.030 0.061 0.36
H -1.48892 -1.27411 1.54464 -1.250 3.230 2.177 0.44
H -0.25267 -1.71115 0.08154 0.159 0.444 -0.138 0.26
N -1.64561 1.06969 -0.34553 0.462 0.171 0.056 -0.74
H 2.06073 -1.67676 -2.15593 -0.194 -0.248 -0.212 0.41
H 1.71783 0.88070 1.15776 0.037 0.071 -0.035 0.29
C 1.73800 0.06925 -0.77616 0.228 -0.297 -0.268 0.02
```
Forces are in eV/Å.